No. 1
Molecular formula: C5H11N3
Method: DFT, wB97M-V/def2-TZVPD

ORCA input file:
```
! RIJCOSX wB97M-V def2-TZVPD def2/J DEFGRID3
* xyz 0 1
C -0.4626 2.0024 -0.5218
C -1.1939 1.0993 0.1706
N -0.9406 -0.2832 0.1476
C -2.1828 -1.0925 0.4253
C -0.0978 -0.8225 -0.8547
N 1.1676 -0.7615 -0.9709
N 2.0053 -0.0695 -0.1657
C 1.7019 0.0172 1.2953
H -0.6962 3.0529 -0.3763
H 0.3178 1.7643 -1.2631
H -1.9331 1.4579 0.9350
H -1.7913 -2.0415 0.7744
H -2.9193 -1.1856 -0.4167
H -2.6892 -0.6074 1.2544
H -0.5129 -1.4208 -1.6726
H 2.9846 -0.4243 -0.3471
H 1.5528 -0.9728 1.6403
H 2.6468 0.3806 1.7801
H 0.8251 0.5728 1.5265
*
```

Values from the calculation:
* Kohn-Sham gap: 8.96 eV
* maximum force: 2.5 eV/Å
* highest occupied orbital energy: -7.983 eV
* LUMO energy: 0.977 eV
* structure (SMILES): C=CN(C)/C=N\NC

=====

No. 2
Molecular formula: C47H41N7O2SSrTe
Method: DFT, wB97M-V/def2-TZVPD

ORCA input file:
```
! RIJCOSX wB97M-V def2-TZVPD def2/J DEFGRID3
* xyz 0 1
Sr -0.1166 1.0750 -0.0668
C 2.5639 -2.3628 -2.2141
C 1.9736 -1.2789 -1.3616
N 0.7057 -1.1316 -1.1862
N -0.0923 -2.0683 -1.7624
C -1.3990 -1.8635 -1.6621
N -2.1258 -2.9001 -2.1585
S -2.3464 -0.5172 -1.1020
C 2.9171 -0.3913 -0.6159
C 4.2543 -0.7600 -0.4750
C 5.1031 0.0301 0.2800
C 4.6161 1.1772 0.8819
C 3.2845 1.4932 0.6784
N 2.4683 0.7450 -0.0598
H 1.8187 -2.7161 -2.9199
H 2.8703 -3.2149 -1.6003
H 3.4420 -2.0038 -2.7526
H -1.6470 -3.7632 -2.3508
H -3.1177 -2.8948 -2.0131
H 4.6199 -1.6742 -0.9166
H 6.1381 -0.2607 0.4098
H 5.2415 1.8134 1.4925
H 2.8455 2.3786 1.1279
C -3.6579 4.1975 0.5594
C -4.0827 4.5478 -0.7089
C -3.3382 4.1598 -1.8107
C -2.1759 3.4240 -1.6132
N -1.7835 3.0798 -0.3836
C -2.5003 3.4461 0.6796
C -1.3020 3.0032 -2.7595
C -1.5395 3.4545 -4.0541
C -0.7059 3.0456 -5.0799
C 0.3517 2.2008 -4.7971
C 0.5313 1.8072 -3.4825
N -0.2644 2.2026 -2.4916
H -4.2134 4.4874 1.4409
H -4.9906 5.1210 -0.8447
H -3.6745 4.4242 -2.8013
H -2.1009 3.1502 1.6453
H -2.3608 4.1203 -4.2694
H -0.8825 3.3875 -6.0915
H 1.0239 1.8536 -5.5691
H 1.3472 1.1471 -3.2062
C 1.1944 0.4590 7.6488
C 0.9602 0.6993 6.1810
C 0.9372 1.9702 5.6477
C 0.6515 2.2260 4.2981
C 0.5320 3.6187 3.8247
O -0.2166 3.9648 2.9255
C 1.3801 4.6775 4.4829
C 2.6927 4.4323 4.8740
C 3.4634 5.4531 5.4135
C 2.9180 6.7179 5.5846
C 1.6059 6.9661 5.2003
C 0.8460 5.9525 4.6382
C 0.3937 1.1458 3.4174
O 0.1261 1.2849 2.1644
C 0.4587 -0.1689 3.9678
C 0.7283 -0.3674 5.3031
C 0.2611 -1.3198 3.0261
N -0.8641 -1.7173 2.5935
C -2.0678 -1.0043 3.0000
C -2.6158 -1.5916 4.2899
Te -4.3683 -0.5615 4.9530
C -3.3676 1.2556 5.3395
C -3.4172 2.3014 4.4199
C -2.7792 3.5047 4.6897
C -2.0796 3.6711 5.8761
C -2.0168 2.6298 6.7929
C -2.6628 1.4293 6.5290
C 1.4832 -2.0692 2.5794
C 1.3492 -3.1597 1.7167
C 2.4628 -3.8721 1.3072
C 3.7327 -3.5015 1.7397
C 3.8773 -2.4063 2.5757
C 2.7588 -1.6937 2.9929
H 1.4208 1.3934 8.1639
H 2.0283 -0.2255 7.8216
H 0.3144 0.0236 8.1291
H 1.1040 2.8131 6.3102
H 3.1086 3.4394 4.7524
H 4.4881 5.2599 5.7045
H 3.5154 7.5118 6.0147
H 1.1795 7.9521 5.3344
H -0.1688 6.1336 4.3068
H 0.7644 -1.3851 5.6853
H -2.8006 -1.1142 2.1992
H -1.8850 0.0631 3.1392
H -1.8821 -1.5242 5.0939
H -2.8961 -2.6393 4.1697
H -3.9558 2.1685 3.4892
H -2.8090 4.3073 3.9632
H -1.5712 4.6060 6.0792
H -1.4634 2.7500 7.7165
H -2.6223 0.6236 7.2517
H 0.3575 -3.4294 1.3781
H 2.3406 -4.7257 0.6511
H 4.6022 -4.0662 1.4239
H 4.8616 -2.1027 2.9114
H 2.8791 -0.8395 3.6479
*
```

Values from the calculation:
* Kohn-Sham gap: 6.93 eV
* maximum force: 0.6 eV/Å
* highest occupied orbital energy: -7.202 eV
* LUMO energy: -0.268 eV

=====

No. 3
Molecular formula: C17H12Br2Cl6N3O2PbS2
Method: DFT, wB97M-V/def2-TZVPD

ORCA input file:
```
! RIJCOSX wB97M-V def2-TZVPD def2/J DEFGRID3
* xyz -1 1
Pb -0.0928 0.2163 0.0186
C -2.1783 0.8108 -5.3440
S -1.0352 2.0725 -4.7713
C -0.4313 1.4181 -3.2404
S -0.9463 -0.1089 -2.6867
N 0.4595 2.2519 -2.7556
N 1.0495 1.8587 -1.5931
C 1.9416 2.6564 -1.1548
C 2.6404 2.3833 0.0994
C 3.6921 3.2029 0.4969
C 4.3618 2.9119 1.6707
C 3.9648 1.8116 2.4107
C 2.8976 1.0550 1.9503
N 2.2409 1.3350 0.8275
H -2.5657 1.1871 -6.2911
H -2.9947 0.6711 -4.6409
H -1.6728 -0.1386 -5.5050
H 2.1903 3.5538 -1.7173
H 3.9709 4.0488 -0.1179
H 5.1829 3.5337 2.0031
H 4.4523 1.5393 3.3340
H 2.5424 0.1991 2.5093
Cl 0.1911 0.9126 4.3283
C 1.1131 -1.8017 1.6703
C 1.1454 -1.7019 0.2642
C 1.7746 -2.6824 -0.4657
Cl 1.8491 -2.5549 -2.1995
C 2.3884 -3.7864 0.1505
Cl 3.1781 -5.0103 -0.7850
C 2.3583 -3.8755 1.5390
Cl 3.1115 -5.2230 2.3330
C 1.7306 -2.8936 2.2982
Cl 1.6914 -2.9745 4.0323
Br -2.9070 -0.6209 2.8706
C -4.2035 -1.1318 1.5555
Br -3.5545 -0.7942 -0.2293
H -5.1006 -0.5466 1.7058
H -4.3892 -2.1930 1.6515
Cl 2.6705 0.1620 6.0917
C 0.8786 0.1401 6.2664
C -0.8952 3.2926 1.4648
O 0.4974 -0.8661 2.3521
O -1.2095 4.1807 0.8487
H 0.6055 -0.8820 5.9376
H 0.3660 -0.2216 3.5114
*
```

Values from the calculation:
* Kohn-Sham gap: 7.12 eV
* maximum force: 1.3 eV/Å
* highest occupied orbital energy: -5.307 eV
* LUMO energy: 1.814 eV

=====

No. 4
Molecular formula: C5H14NO
Method: DFT, wB97M-V/def2-TZVPD

ORCA input file:
```
! RIJCOSX wB97M-V def2-TZVPD def2/J DEFGRID3
* xyz 1 1
C 2.3163 -1.2905 -0.3432
C 1.9856 -0.6592 -1.6991
C 0.4216 -0.3365 -1.7474
C -0.0086 0.8718 -0.9444
C -0.3519 0.6917 0.3921
N -1.6190 1.3366 0.8585
H 1.8238 -0.7569 0.4701
H 3.3954 -1.3432 -0.2461
H 1.8032 -2.2420 -0.2189
H 2.0791 -1.3514 -2.5317
H 2.5125 0.2817 -1.8368
H -0.0881 -1.1903 -1.3223
H 0.2608 0.0167 -2.7665
H 0.3326 1.7875 -1.4374
H 0.4260 0.8115 1.1380
H -1.4252 2.1010 1.5157
H -2.1828 0.6573 1.4113
H -2.2372 1.6109 0.0933
H -2.5787 -0.3079 3.5884
H -3.9027 -0.3481 2.9227
O -2.9628 -0.3406 2.7036
*
```

Values from the calculation:
* Kohn-Sham gap: 7.30 eV
* maximum force: 3.1 eV/Å
* highest occupied orbital energy: -12.362 eV
* LUMO energy: -5.059 eV